12
Properties=species:S:1:pos:R:3:mulliken_charge:R:1 method="wB97M-V/def2-TZVPD" e_above_lowest_kj_mol=100.2 homo_ev=-9.860 multiplicity=1 energy_ev=-22558.215 smiles="NN1C(=O)C(=O)N=C1S"
C -0.569 1.891 -0.347 0.443
C -1.232 0.519 -0.118 0.543
C 1.125 0.594 -0.067 0.447
N 0.815 1.789 -0.324 -0.497
N -0.196 -0.279 0.225 0.156
N -0.035 -1.755 0.352 -0.648
O -1.107 2.919 -0.436 -0.417
O -2.409 0.201 0.029 -0.593
S 2.630 -0.172 -0.044 -0.218
H -0.570 -2.133 1.118 0.252
H 1.916 -1.344 0.149 0.275
H -0.368 -2.231 -0.538 0.256

---

245
Properties=species:S:1:pos:R:3:mulliken_charge:R:1 method="wB97M-V/def2-TZVPD" homo_ev=-8.615 multiplicity=1 energy_ev=-118560.855 smiles=CC1(C)CCCC(C)(C)N1O.CC1(C)CCCC(C)(C)N1O.COC[C@H](C)N.COCCNCCOC.COCCNCCOC.COCCNCCOC.COCCNCCOC.COCCNCCOC.COCCNCCOC.COCCNCCOC
C 1.126 -0.622 5.818 -0.900
O 0.451 -1.611 6.598 -0.520
C 0.702 -2.867 5.886 0.091
C 0.057 -3.925 6.748 -1.324
N -1.343 -3.557 6.920 0.245
C -2.109 -4.322 7.902 -1.031
C -3.554 -3.842 7.914 -0.445
O -3.581 -2.432 8.198 -0.354
C -4.917 -2.003 8.372 -0.820
H 0.767 -0.600 4.776 0.251
H 2.183 -0.853 5.705 0.393
H 1.020 0.357 6.275 0.404
H 1.771 -3.031 5.869 0.600
H 0.237 -2.798 4.881 -0.091
H 0.573 -3.961 7.728 0.400
H 0.114 -4.961 6.401 0.389
H -1.374 -2.584 7.188 0.167
H -1.637 -4.189 8.893 0.453
H -1.990 -5.381 7.659 0.377
H -4.123 -4.416 8.677 0.488
H -4.058 -3.970 6.930 0.279
H -4.923 -0.931 8.594 0.227
H -5.438 -2.514 9.190 0.384
H -5.521 -2.147 7.452 0.304
C -2.587 1.060 5.538 -0.795
O -2.726 0.131 4.475 0.473
C -2.949 -1.125 5.081 0.246
C -2.938 -2.139 3.940 0.379
N -3.094 -3.514 4.387 -0.105
C -2.676 -4.443 3.379 -0.323
C -2.666 -5.843 3.935 -0.339
O -2.504 -6.880 2.977 -0.460
C -1.185 -6.925 2.507 -0.548
H -2.401 2.020 5.050 0.311
H -1.757 0.737 6.202 0.161
H -3.491 1.266 6.085 0.115
H -3.950 -1.259 5.507 -0.253
H -2.204 -1.369 5.835 -0.380
H -2.021 -2.003 3.335 -0.535
H -3.806 -2.013 3.271 0.450
H -2.466 -3.646 5.191 0.002
H -1.681 -4.234 2.946 -0.003
H -3.372 -4.386 2.527 0.373
H -3.645 -5.947 4.394 0.337
H -1.891 -5.868 4.716 0.199
H -0.516 -7.120 3.355 0.277
H -0.952 -5.962 2.016 0.171
H -1.172 -7.791 1.854 0.336
C 5.797 -11.109 1.923 -0.743
O 5.495 -10.030 1.074 -0.296
C 5.595 -10.355 -0.302 -0.595
C 5.417 -9.017 -0.994 -0.605
N 4.096 -8.451 -0.597 -0.427
C 4.017 -7.061 -1.009 -0.689
C 2.711 -6.262 -0.720 -0.349
O 2.876 -5.556 0.465 -0.373
C 1.816 -4.692 0.613 -0.681
H 5.263 -12.013 1.593 0.302
H 5.506 -10.899 2.952 0.228
H 6.867 -11.278 1.820 0.282
H 4.798 -11.083 -0.513 0.373
H 6.575 -10.802 -0.534 0.418
H 5.447 -9.101 -2.090 0.391
H 6.271 -8.395 -0.667 0.270
H 3.970 -8.596 0.402 0.337
H 4.193 -7.089 -2.088 0.325
H 4.817 -6.415 -0.613 0.371
H 1.938 -7.040 -0.713 0.298
H 2.451 -5.532 -1.510 0.281
H 1.985 -4.129 1.518 0.303
H 0.883 -5.281 0.608 0.316
H 1.810 -3.979 -0.219 0.222
C 4.665 -2.380 0.390 -0.064
O 4.851 -1.377 1.410 -0.436
C 4.245 -1.787 2.663 0.085
C 4.353 -0.667 3.659 -1.201
N 3.448 0.398 3.339 1.267
C 3.521 1.592 4.154 -0.576
C 4.718 2.472 3.905 -0.805
O 4.647 3.058 2.625 -0.283
C 5.655 2.684 1.694 -0.417
H 3.609 -2.459 0.085 -0.160
H 4.999 -3.375 0.691 0.434
H 5.222 -2.069 -0.491 0.010
H 4.738 -2.713 2.938 0.695
H 3.192 -2.056 2.451 -0.262
H 5.435 -0.420 3.731 0.215
H 3.993 -1.048 4.620 0.366
H 3.625 0.639 2.371 -0.508
H 3.381 1.210 5.184 0.491
H 2.646 2.235 3.989 0.062
H 5.711 2.003 4.023 0.339
H 4.717 3.300 4.622 0.420
H 5.444 3.083 0.711 0.005
H 5.768 1.588 1.652 0.200
H 6.621 3.093 2.054 0.352
C 2.351 2.630 -6.144 -0.794
O 2.758 1.531 -5.296 -0.402
C 3.435 2.088 -4.098 -0.484
C 4.052 0.886 -3.361 0.079
N 5.162 0.422 -4.217 -0.299
C 5.719 -0.845 -3.763 -0.839
C 4.833 -2.060 -3.993 0.108
O 5.408 -3.203 -3.290 -0.376
C 4.747 -4.403 -3.654 -0.537
H 3.221 3.186 -6.505 0.338
H 1.782 3.362 -5.561 0.264
H 1.723 2.241 -6.959 0.362
H 2.783 2.777 -3.545 -0.051
H 4.186 2.740 -4.540 0.437
H 3.249 0.144 -3.247 -0.025
H 4.427 1.113 -2.367 0.368
H 4.914 0.481 -5.201 0.368
H 5.842 -0.860 -2.679 0.174
H 6.708 -0.915 -4.227 0.281
H 4.829 -2.369 -5.054 0.359
H 3.784 -1.886 -3.690 0.016
H 5.223 -5.232 -3.134 0.115
H 4.813 -4.487 -4.748 0.390
H 3.656 -4.333 -3.457 0.225
C -4.263 6.052 2.150 -0.593
O -5.517 5.347 2.114 -0.411
C -5.485 4.036 1.467 0.283
C -6.847 3.370 1.575 -0.770
N -7.268 2.928 2.904 -0.385
C -6.650 1.655 3.278 -0.354
C -7.074 1.262 4.662 -0.705
O -6.396 2.175 5.532 -0.265
C -6.619 1.737 6.846 -0.673
H -3.478 5.457 2.623 0.215
H -4.454 6.948 2.742 0.275
H -3.909 6.263 1.124 0.255
H -4.671 3.439 1.860 -0.312
H -5.147 4.177 0.428 0.400
H -6.851 2.440 1.029 0.391
H -7.514 4.137 1.193 0.324
H -7.027 3.675 3.545 0.318
H -5.547 1.724 3.299 0.070
H -6.944 0.971 2.472 0.397
H -6.801 0.212 4.834 0.380
H -8.166 1.346 4.859 0.445
H -7.714 1.691 6.996 0.340
H -6.153 2.477 7.498 0.250
H -6.211 0.727 7.027 0.152
C -4.888 3.690 -10.401 -0.704
O -6.006 3.766 -9.575 -0.344
C -5.724 4.010 -8.197 -0.511
C -6.350 2.894 -7.317 -0.516
N -5.933 3.095 -5.946 -0.348
C -6.484 2.122 -5.052 -0.619
C -5.708 2.028 -3.726 -0.661
O -4.394 1.539 -3.933 -0.224
C -3.713 1.609 -2.705 -0.699
H -4.134 3.031 -9.940 0.328
H -4.398 4.656 -10.500 0.292
H -5.223 3.309 -11.360 0.240
H -6.094 4.973 -7.846 0.277
H -4.630 4.011 -8.061 0.347
H -6.104 1.927 -7.797 0.309
H -7.436 2.985 -7.416 0.288
H -4.919 3.041 -5.900 0.240
H -6.474 1.098 -5.448 0.354
H -7.536 2.291 -4.776 0.350
H -6.219 1.333 -3.017 0.416
H -5.715 3.022 -3.257 0.351
H -4.156 0.943 -1.932 0.326
H -3.658 2.610 -2.288 0.527
H -2.703 1.274 -2.933 -0.008
C -1.921 -3.818 -6.059 -1.370
C -2.747 -2.686 -5.365 0.170
C -1.833 -1.924 -4.454 -0.203
O -0.901 -1.227 -5.186 -0.482
C -0.005 -0.573 -4.336 -0.063
N -3.398 -1.869 -6.340 -0.718
H -2.657 -4.428 -6.575 0.428
H -1.573 -4.385 -5.182 0.364
H -1.110 -3.532 -6.728 0.239
H -3.441 -3.196 -4.690 0.404
H -1.321 -2.746 -3.906 0.168
H -2.345 -1.294 -3.706 0.201
H 0.683 0.065 -4.870 0.222
H 0.499 -1.299 -3.677 0.162
H -0.565 0.116 -3.669 -0.109
H -3.763 -1.075 -5.836 0.232
H -2.654 -1.484 -6.907 0.343
C 2.864 5.942 -5.083 -1.274
C 3.631 6.989 -4.188 1.626
C 3.039 8.401 -4.269 -1.354
C 1.686 8.440 -3.595 -0.412
C 1.897 8.175 -2.152 -1.558
C 2.547 6.762 -1.919 1.986
N 3.711 6.661 -2.770 0.107
O 4.113 5.350 -2.659 -0.313
C 3.023 6.633 -0.442 -2.095
C 1.475 5.662 -2.078 -1.493
C 5.096 7.018 -4.699 -2.000
H 3.290 4.956 -4.926 -0.135
H 3.049 6.215 -6.122 0.561
H 1.793 5.891 -4.919 0.433
H 3.736 9.109 -3.791 0.336
H 2.958 8.596 -5.349 0.422
H 1.100 7.673 -4.102 0.318
H 1.220 9.426 -3.798 0.310
H 1.088 8.207 -1.446 0.459
H 2.657 8.848 -1.745 0.387
H 3.373 5.626 -0.242 0.400
H 3.796 7.390 -0.298 0.495
H 2.136 6.831 0.166 0.395
H 0.838 5.775 -1.196 0.596
H 0.765 5.747 -2.896 0.369
H 1.837 4.633 -2.062 -0.062
H 5.628 7.614 -3.946 0.485
H 5.183 7.463 -5.689 0.408
H 5.552 6.026 -4.728 0.324
H 4.899 5.250 -2.125 0.267
C 0.071 2.128 2.340 -1.198
C -0.283 2.165 0.850 1.869
C 1.033 2.417 0.052 -1.447
C 1.886 1.227 0.051 0.549
C 1.222 0.032 -0.587 -1.160
C -0.019 -0.337 0.208 3.049
N -0.836 0.900 0.300 0.722
O -1.984 0.605 1.098 -0.347
C -0.860 -1.317 -0.633 -1.929
C 0.313 -1.069 1.514 0.811
C -1.290 3.259 0.640 -1.872
H -0.799 1.991 2.993 -0.051
H 0.371 3.146 2.596 0.721
H 0.830 1.412 2.667 -0.168
H 0.683 2.651 -0.951 0.195
H 1.443 3.287 0.561 0.625
H 2.196 0.911 1.040 -0.877
H 2.796 1.382 -0.540 0.369
H 1.796 -0.886 -0.686 0.108
H 0.985 0.335 -1.624 -0.355
H -1.184 -0.831 -1.553 0.069
H -0.185 -2.140 -0.898 0.143
H -1.708 -1.678 -0.045 0.509
H 0.666 -2.070 1.278 -0.119
H 1.106 -0.626 2.121 -0.877
H -0.634 -1.150 2.055 -0.644
H -2.198 3.072 1.211 -0.107
H -1.558 3.333 -0.419 0.339
H -0.889 4.234 0.920 0.468
H -1.779 0.727 2.037 0.271

---

| no. | HOMO-LUMO gap (eV) |
| --- | --- |
| 1 | 9.2 |
| 2 | 9.1 |